Entry 1:
Entry from the OMol25 dataset: a molecular structure, C24H32BaCl2N3O3 at a distorted geometry (ωB97M-V/def2-TZVPD).

Structure (ORCA input):
```
! wB97M-V def2-TZVPD RIJCOSX def2/J DEFGRID3
* xyz -1 1
C 0.088 0.155 5.051
H -4.563 1.996 1.928
C -0.807 2.180 -7.009
H 0.539 3.388 -8.198
N 4.312 0.259 -1.096
O -0.539 -2.396 0.918
N 0.376 0.363 2.465
C -0.683 -3.279 0.055
C 5.220 1.264 -0.587
Ba 0.488 -0.129 -0.392
H 4.536 0.722 -3.125
H -4.742 0.361 2.614
O 2.825 -1.379 -0.544
C -2.879 2.339 -0.659
H -1.476 1.941 -7.847
C -0.571 1.385 -3.347
H 4.651 2.144 -0.245
H -0.089 -0.123 8.932
C -0.242 1.956 -4.648
H 5.947 1.546 -1.357
C 0.912 2.765 -4.858
C 3.742 0.418 -2.429
H 4.197 -0.584 0.780
H -1.764 -3.935 2.202
H -0.717 -6.343 -0.543
H 2.945 1.181 -2.436
C 1.184 3.268 -6.131
C -1.157 0.244 5.706
Cl -1.523 -1.509 -2.460
C -1.814 -4.813 1.549
H -2.937 1.918 -1.677
H -2.850 -5.144 1.444
H -2.074 0.388 5.126
H 2.127 -0.258 7.734
C -4.015 1.142 2.360
H 3.319 -0.539 -2.738
C -1.072 1.654 -5.745
C -2.653 1.236 0.247
H 1.603 2.952 -4.033
H -2.461 -0.288 1.691
H -3.573 1.476 3.311
Cl 2.214 2.288 0.297
H 2.079 3.878 -6.309
C 1.256 -0.029 5.798
H -0.355 -3.110 -0.993
H -0.919 -5.014 -1.724
H -2.345 -5.794 -0.988
H -1.893 0.967 -5.579
C -1.207 0.151 7.099
N -1.270 -4.459 0.244
H -2.169 0.234 7.606
H 2.210 -0.091 5.282
H -1.993 3.010 -0.663
H -1.481 0.756 -3.286
O 0.184 1.507 -2.359
C 3.771 -0.610 -0.237
H -3.786 2.943 -0.464
C 0.329 2.978 -7.206
C 1.195 -0.124 7.186
C -1.318 -5.467 -0.809
C 0.204 0.274 3.621
H -1.249 -5.637 1.994
H 5.727 0.829 0.283
C -2.958 0.637 1.361
C -0.037 -0.038 7.840
*
```

Maximum force, eV Å⁻¹: 3.757
E_LUMO (alpha / beta), Ha: 0.0828 / 0.0833
E_HOMO (alpha / beta), eV: -1.02 / -1.11
Energy, eV: -61761.00851
Orbital gap (alpha / beta), Eh: 0.120 / 0.124

---

Entry 2:
Entry from the OMol25 dataset: a molecular structure, C24H32BaN8O2S3Se2 (ωB97M-V/def2-TZVPD).

Structure (ORCA input):
```
! wB97M-V def2-TZVPD RIJCOSX def2/J DEFGRID3
* xyz 0 1
N -1.196 0.181 2.114
N -2.220 3.974 -3.926
H 3.866 -1.152 -1.556
H 1.365 4.042 1.718
O 1.881 0.748 0.100
H 3.585 0.732 2.432
H 1.861 3.950 4.038
H -3.577 0.460 -3.473
C 0.905 -3.532 -4.589
H 0.881 2.340 1.598
H 2.203 -1.680 2.542
H -3.171 4.143 -6.804
H -1.891 1.158 4.901
H 4.030 1.707 3.860
H -0.111 3.644 0.859
H 2.369 -6.608 -2.924
C -3.207 1.469 -3.631
H 3.732 -2.852 0.995
C 3.250 1.494 3.133
C -1.791 3.152 -2.948
C 1.968 -5.714 -3.382
H 0.459 -2.680 -5.091
C 3.664 -0.134 -1.224
H 0.462 1.885 5.832
C -2.927 -0.348 3.814
C 2.662 -2.890 0.836
H -3.233 5.472 -5.637
H 0.973 -6.750 -4.980
H -4.468 1.899 -5.317
H 4.287 0.124 -0.371
C 1.806 -2.231 1.697
H 2.159 2.339 5.923
C 0.743 -3.575 -0.408
H -1.229 -0.472 5.083
C 0.516 3.361 1.705
C -0.024 -2.887 0.512
H -0.897 0.928 2.741
H 0.264 -4.086 -1.231
H -1.104 -2.869 0.411
C 2.198 0.039 -0.893
C 1.312 2.232 5.243
N 0.483 -2.208 1.541
Se -0.503 3.594 3.342
S -3.303 -1.028 0.017
C -3.700 2.254 -4.645
H 0.765 4.301 5.361
H 3.907 0.539 -2.048
H -4.674 4.471 -5.948
H 1.828 -2.350 -3.039
C 1.002 3.568 4.589
C 1.187 -5.787 -4.529
S -0.591 3.723 -1.841
O 1.345 -0.507 -1.656
Se 1.690 0.761 4.024
C -3.381 -0.793 1.677
C 1.682 -3.339 -3.458
Ba -0.693 0.865 -0.730
H -5.254 -1.527 2.232
C -2.153 0.102 4.994
N -4.381 -1.114 2.509
H -2.756 -0.045 5.886
N -4.123 -0.842 3.823
N -2.264 1.889 -2.788
N -2.444 -0.283 2.525
C 2.124 -3.552 -0.266
H -0.527 -0.603 2.149
S 3.248 -4.293 -1.403
C 2.222 -4.464 -2.844
C -3.588 4.467 -5.848
H 2.992 2.380 2.561
C -3.151 3.535 -4.758
N 0.658 -4.726 -5.127
*
```

Maximum force, eV Å⁻¹: 0.210
E_LUMO, Ha: 0.0071
Relative energy (zero: lowest compared OMol25 entry of this formula, charge and spin), eV: 0.105
E_HOMO, eV: -7.33
Energy, eV: -205318.99626
Orbital gap, Eh: 0.276

---

Entry 3:
Entry from the OMol25 dataset: a molecular structure, C24H32BeCl3GeN4PSi at a distorted geometry (ωB97M-V/def2-TZVPD).

Structure (ORCA input):
```
! wB97M-V def2-TZVPD RIJCOSX def2/J DEFGRID3
* xyz 1 2
H 0.432 -0.461 -2.603
H -5.404 1.108 -0.205
N 0.004 1.318 -0.420
C 4.037 -2.666 -1.081
H -0.144 1.679 4.945
C 0.488 3.609 2.964
C -4.872 -1.152 2.294
C -1.338 -1.772 2.217
P 1.782 -1.726 0.262
C 5.110 -2.493 -1.953
H 2.722 -1.306 2.446
C -2.116 2.500 -2.295
C 0.224 4.321 1.793
C 0.514 2.221 2.946
H 1.747 -4.182 0.127
H 0.590 4.094 3.911
H -2.910 0.973 -0.357
C 5.178 -1.360 -2.796
H 5.987 -1.220 -3.517
Si -0.344 1.849 -2.089
H 0.266 5.406 1.711
C 4.150 -0.405 -2.751
C -2.762 -0.453 1.230
H 3.876 -3.596 -0.538
H -2.722 1.737 -2.781
C 1.015 -3.387 -0.135
N -2.520 -2.018 2.811
C 0.148 2.168 0.627
C 2.707 -2.185 1.769
C 0.033 3.603 0.617
C -4.841 0.463 0.503
Ge -2.358 -2.188 -1.857
H -5.384 -1.694 3.045
N -1.404 -0.841 1.291
H 0.509 0.543 -4.039
Cl -0.988 -2.973 -3.402
H -6.643 -0.343 1.393
Be -0.005 0.007 0.689
H 0.161 -3.590 0.500
C 0.688 1.485 4.253
H 1.591 1.844 4.759
H 3.774 -2.340 1.594
H -2.578 2.804 -1.336
C 0.990 3.172 -2.468
H -2.717 -2.626 3.601
H 0.686 -3.474 -1.155
H -0.253 4.070 -0.309
C 3.145 -0.492 -1.772
H -2.153 3.357 -2.982
C -0.068 0.335 -3.164
Cl -4.058 -1.378 -3.006
C -3.462 -1.160 2.236
H 4.191 0.454 -3.418
H 0.673 4.196 -2.308
H 5.855 -3.275 -2.026
H 0.765 0.406 4.090
H -0.424 -2.259 2.493
Cl -3.007 -3.958 -0.674
N 0.493 1.531 1.777
H 2.452 0.297 -1.580
C 3.110 -1.637 -0.955
H -1.020 -0.048 -3.567
C -3.442 0.388 0.364
H 1.892 2.951 -1.872
H 2.246 -3.016 2.284
H 1.252 3.121 -3.535
C -5.552 -0.337 1.401
*
```

Expectation value of S²: 0.755
Maximum force, eV Å⁻¹: 1.829
E_LUMO (alpha / beta), Ha: -0.0932 / -0.2039
Relative energy (zero: lowest compared OMol25 entry of this formula, charge and spin), eV: 0.000
E_HOMO (alpha / beta), eV: -10.43 / -10.42
Energy, eV: -143021.07755
Orbital gap (alpha / beta), Eh: 0.290 / 0.179

---

Entry 4:
Entry from the OMol25 dataset: a molecular structure, C24H32BeIO3PSi (ωB97M-V/def2-TZVPD).

Structure (ORCA input):
```
! wB97M-V def2-TZVPD RIJCOSX def2/J DEFGRID3
* xyz 0 1
C -4.649 0.730 -1.816
C 2.475 1.512 -0.639
H 2.772 2.983 5.247
C 3.445 -2.272 -2.263
C -3.220 -0.874 -0.662
H 1.493 4.918 4.423
H -2.694 -1.245 3.268
H -2.949 -3.726 0.790
C 0.286 2.552 2.359
C 1.908 1.584 3.852
H -0.786 1.859 -4.673
H 3.641 -1.219 -2.458
H -1.445 -3.567 1.705
I -1.091 2.304 0.794
C 3.865 1.022 -0.307
P 0.703 -0.429 -1.074
C 1.362 3.942 3.976
H -0.115 4.637 2.550
C -3.989 -1.282 -2.937
H 1.438 -2.223 -3.081
H 3.349 0.613 5.131
O 1.378 -1.864 -1.038
C 1.564 -0.920 2.675
C -1.977 -3.226 0.814
H -4.185 -1.422 2.328
H 3.873 -2.862 -3.075
H -5.195 1.666 -1.803
C -3.273 -1.670 -1.811
H 1.756 -3.595 -2.011
H -3.384 0.150 2.453
C 2.069 2.869 4.430
H 4.360 1.740 0.349
H 3.940 -2.556 -1.334
C -3.213 -0.925 2.360
C 2.481 -0.751 3.737
H 1.876 1.598 0.270
Si -2.154 -1.343 0.848
H -3.955 0.961 0.190
C -0.834 0.640 -2.914
H -5.239 0.227 -3.820
H -4.016 -1.926 -3.808
H 4.465 0.908 -1.210
O -0.174 -0.540 -2.401
C 2.651 0.472 4.315
H 3.050 -1.602 4.093
Be -0.280 -0.181 0.829
C 0.806 0.115 2.171
C -0.257 0.996 -4.263
C -3.934 0.329 -0.694
C 1.959 -2.538 -2.178
H 2.497 2.484 -1.132
H 3.820 0.063 0.211
O 1.828 0.612 -1.560
H -0.712 1.467 -2.209
H -1.399 -3.563 -0.050
H -1.892 0.396 -2.971
C 0.447 3.786 2.911
H -0.374 0.163 -4.956
H 0.802 1.238 -4.180
C 0.991 1.393 2.783
C -4.677 -0.076 -2.946
H -2.749 -2.618 -1.833
H 1.462 -1.913 2.247
*
```

Maximum force, eV Å⁻¹: 0.200
E_LUMO, Ha: 0.0145
Relative energy (zero: lowest compared OMol25 entry of this formula, charge and spin), eV: 0.048
E_HOMO, eV: -7.18
Energy, eV: -57221.42847
Orbital gap, Eh: 0.279